The following is a quantum chemistry calculation of C12H33Be2BrF8INO12P2S2 as an isolated structure at a distorted geometry, from the OMol25 dataset.

Geometry (Å):
Br  -5.9429  -8.3504  -3.1547
F  -2.7116  4.7948  4.2643
C  3.8863  0.2745  4.7912
O  -3.7130  -5.6985  -4.4291
H  4.2666  -1.4705  -5.2708
C  5.3342  -1.5184  -5.4994
H  -3.1897  -1.0055  -2.5454
P  -0.1086  -2.3099  -6.4665
C  -2.3221  0.9318  -1.9582
H  3.4842  1.6988  7.2213
H  -1.6689  0.7784  0.1533
O  -3.2653  -4.3264  -0.0174
O  1.2839  -1.8246  -6.8379
C  2.9226  4.1349  1.0075
H  3.9297  3.7143  1.0786
I  -0.7461  -1.5987  -1.4246
H  2.9620  4.9518  2.7652
H  1.3426  -0.5860  3.8115
H  0.0119  -3.5359  -5.7874
F  -4.9397  4.7534  4.4663
H  1.2581  0.6372  2.5286
C  -2.2170  -0.4878  -2.5996
O  -3.4044  -6.7530  -0.1581
S  -2.8481  -5.5339  -0.6467
H  6.9155  -0.4841  -5.0718
H  3.6484  -0.5256  4.0830
O  -0.6439  -1.0707  -5.5800
H  5.7370  -2.4631  -5.1270
H  -0.9368  -2.4042  -7.6122
O  -1.7812  -0.2725  -3.9479
H  4.9605  0.4599  4.6814
H  5.4754  -1.4560  -6.5833
Be  2.0215  -0.3052  -6.6706
H  1.1965  2.4441  4.2444
C  -2.6336  0.7708  -0.4413
O  -2.0140  -2.4204  -4.4381
C  1.0016  0.4237  3.5739
H  -3.1774  -0.1814  -0.3095
H  2.9565  5.0827  0.4643
O  -5.3593  2.9518  -3.3940
F  -4.7333  -6.8183  -2.5458
H  -0.0894  0.4331  3.6661
F  -3.8204  2.5994  2.5685
O  2.3828  4.3351  2.3081
H  -1.3913  1.5046  -2.1430
H  -4.8149  2.5561  -4.0829
H  3.4825  2.3822  5.0106
F  -2.7087  2.7741  4.5149
H  -3.1300  1.5264  -2.4661
O  0.2557  1.6672  -5.6214
H  -3.2641  1.5997  -0.0592
N  -2.5911  -5.4685  -2.2185
H  5.1044  0.9846  7.2142
S  -3.9116  -5.4273  -3.0443
F  -1.3422  -5.6462  -0.1620
H  -0.0289  0.8356  -5.2278
H  -6.1665  2.4259  -3.4026
H  1.3089  1.2648  5.5302
P  -3.8593  3.7164  3.8047
H  3.8524  0.3410  8.2802
O  -4.8483  -4.3985  -2.7490
F  -4.9403  2.7147  4.5147
C  1.6130  1.4663  4.5000
C  -1.5416  -1.3746  -4.6015
H  3.4038  1.8015  3.3652
C  3.1336  1.5474  4.3958
H  4.1613  -1.1621  6.3556
H  2.2811  3.4379  0.4706
H  2.5539  -0.4719  6.3298
F  -4.0068  4.6253  2.4444
C  3.6130  -0.2269  6.2095
O  5.9781  -0.4280  -4.8626
Be  -0.9450  1.9019  1.2504
C  4.0376  0.7609  7.2899

As for the spin multiplicity: 1. The value obtained for the total energy is -6613.438128 hartree. The HOMO energy is -6.90 eV. Its frontier orbital gap is 0.0460 Eh. As for the molar mass: 886.29 g mol⁻¹. The charge is 0. For the LUMO energy, the calculation gives -5.650 eV.

Atomic partial charges in e from the Mulliken method, atoms 1 to 4:
1 Br 0.207
2 F -0.322
3 C -0.798
4 O -0.629